This record from the Open Molecules 2025 dataset describes 12 unconnected molecules or ions with the total composition C50H72N3O40PS at a distorted geometry. The level of theory is the ωB97M-V functional and the def2-TZVPD basis.

As for the total charge: 0. As for the HOMO energy: -8.79 eV. The lowest unoccupied orbital energy is 0.0 eV. The SMILES is CC(=O)OC(=O)C[C@@](C#N)(CCCCS(=O)(=O)O)[C@](C#N)(CCC(C)C)P(N)O.O=C1OCCO1.O=C1OCCO1.O=C1OCCO1.O=C1OCCO1.O=C1OCCO1.O=C1OCCO1.O=C1OCCO1.O=C1OCCO1.O=C1OCCO1.O=C1OCCO1.O=C1OCCO1.

Each line ends with the Mulliken charge.
Element x y z (Å)
C 2.14573 -1.25493 -0.57140  -0.16
C 1.55836 -2.60362 -0.61027  0.33
O 2.19107 -3.59781 -0.37469  -0.53
O 0.21931 -2.70783 -1.01678  -0.01
C -0.70257 -2.72609 -0.02752  -1.05
O -0.41996 -2.96270 1.11765  -0.66
C -2.12071 -2.51520 -0.44769  -0.17
C -2.50223 -1.33365 -1.37285  3.51
C -1.86542 -1.64807 -2.64098  -0.79
N -1.33690 -1.88368 -3.64671  -0.73
C -4.00620 -1.60023 -1.69659  -3.12
C -5.00432 -1.62595 -0.53741  -0.77
C -6.23900 -0.73703 -0.74676  -1.01
C -6.92197 -0.33638 0.55860  -1.17
S -6.55919 1.24477 1.18722  1.13
O -7.34118 1.43576 2.36982  -0.67
O -5.15722 1.41711 1.35574  -0.49
O -7.10201 2.17414 0.04811  -0.45
C -2.11186 0.13339 -0.93005  3.35
C -3.19369 1.01118 -1.28053  -1.36
N -4.02801 1.76807 -1.56474  -0.73
C -0.89032 0.60823 -1.75990  -1.74
C -0.12790 1.91223 -1.46671  -1.71
C -0.79532 3.25405 -1.83516  1.13
C 0.17858 4.11079 -2.62936  -1.92
C -1.25955 4.02753 -0.58544  -1.15
P -1.79262 0.52349 0.89526  -0.55
N -0.20121 -0.08669 1.10329  -0.29
O -2.68628 -0.59204 1.69314  -0.23
H 1.60627 -0.54569 -1.16313  0.10
H 2.25301 -0.92634 0.44124  0.24
H 3.13537 -1.35626 -0.99016  0.20
H -2.75814 -2.59252 0.40404  0.40
H -2.36375 -3.38327 -1.04673  0.59
H -4.33847 -1.01136 -2.53128  1.28
H -3.97839 -2.60653 -2.08416  0.65
H -5.40227 -2.61559 -0.46168  0.63
H -4.60246 -1.38946 0.43335  0.37
H -6.96968 -1.32578 -1.27437  0.34
H -6.00880 0.10124 -1.37889  0.71
H -6.64071 -0.98876 1.36727  0.33
H -7.98803 -0.42021 0.45616  0.58
H -6.82051 3.06879 0.28761  0.39
H -1.23514 0.70406 -2.77378  1.29
H -0.17098 -0.17741 -1.68329  -0.35
H 0.26955 1.99271 -0.47034  0.44
H 0.74339 1.83514 -2.10141  0.62
H -1.66071 3.08827 -2.45652  0.43
H 0.13030 3.84077 -3.67334  0.40
H 1.18581 4.00787 -2.26322  0.37
H -0.10533 5.14716 -2.55942  0.51
H -2.33256 4.08612 -0.52054  0.28
H -0.82133 5.01652 -0.58258  0.11
H -0.93452 3.54235 0.31714  0.28
H 0.32163 0.67121 1.52533  0.40
H -0.21584 -0.83011 1.79028  0.21
H -2.95125 -0.18835 2.52184  0.31
O -5.45003 -6.42879 3.36034  -0.60
C -4.30880 -6.13356 3.20776  0.43
O -3.26723 -6.78893 3.77362  -0.39
C -2.05180 -6.29482 3.18251  -0.42
C -2.47265 -4.92037 2.71015  0.58
O -3.87841 -5.09751 2.46640  -0.03
H -1.24912 -6.27107 3.91335  0.33
H -1.76753 -6.95356 2.36100  0.32
H -2.34753 -4.15548 3.47899  0.27
H -1.96808 -4.60220 1.80665  -0.61
O 3.03760 1.08738 1.00597  -0.58
C 4.08456 1.38716 0.52465  0.64
O 5.23032 0.70326 0.71243  -0.35
C 6.20453 1.19381 -0.22404  -0.08
C 5.68478 2.58915 -0.51448  -0.15
O 4.27094 2.43078 -0.30079  -0.37
H 7.19636 1.18724 0.21932  0.33
H 6.19899 0.54634 -1.10276  0.00
H 6.07213 3.33051 0.18467  0.08
H 5.88007 2.91597 -1.53256  0.41
O -3.26249 -5.80726 -0.54154  -0.25
C -2.62937 -6.35540 -1.38729  0.53
O -1.97232 -7.51908 -1.22734  -0.38
C -1.52018 -7.96167 -2.51797  -0.38
C -1.46671 -6.66136 -3.29922  -0.34
O -2.47409 -5.87876 -2.63879  -0.28
H -0.55772 -8.45632 -2.43474  0.33
H -2.25028 -8.66405 -2.92164  0.28
H -0.50835 -6.15060 -3.20253  0.21
H -1.70345 -6.77789 -4.35205  0.32
O 0.27072 7.91582 -3.11939  -0.53
C -0.22773 8.14412 -2.06754  0.60
O -0.88393 9.28243 -1.75404  -0.37
C -1.54231 9.10016 -0.48539  -0.31
C -0.71378 7.99755 0.13829  -0.04
O -0.22602 7.29339 -1.01597  -0.30
H -1.53965 10.02189 0.08318  0.34
H -2.57252 8.79091 -0.65780  0.24
H 0.14049 8.37796 0.70126  0.19
H -1.29291 7.33855 0.77270  0.13
O 7.49328 4.41987 1.38492  -0.53
C 8.18076 5.05434 0.64923  0.68
O 7.71312 5.89047 -0.29221  -0.34
C 8.81524 6.64062 -0.82446  -0.38
C 9.98913 5.72809 -0.52575  -0.36
O 9.53375 5.02444 0.64281  -0.23
H 8.67186 6.82811 -1.88376  0.31
H 8.87707 7.59276 -0.29718  0.28
H 10.17128 5.00440 -1.32066  0.27
H 10.90932 6.26326 -0.31296  0.31
O -6.71451 -3.34382 -3.68564  -0.53
C -6.53281 -4.33989 -3.06967  0.56
O -6.71566 -5.59232 -3.54376  -0.41
C -6.17338 -6.51798 -2.59207  -0.05
C -6.21920 -5.72277 -1.30300  0.05
O -6.10751 -4.37481 -1.78502  -0.10
H -6.76998 -7.42483 -2.56061  0.34
H -5.15337 -6.76784 -2.89122  -0.02
H -7.16792 -5.82984 -0.77529  0.30
H -5.40398 -5.95184 -0.62386  -0.09
O 11.69131 0.96691 5.06205  -0.52
C 11.11922 1.86980 4.55357  0.61
O 11.65489 3.10002 4.33918  -0.36
C 10.75154 3.83602 3.50585  -0.12
C 9.43157 3.15273 3.76267  0.06
O 9.84369 1.81895 4.09597  -0.34
H 10.75003 4.88644 3.78407  0.30
H 11.07030 3.74252 2.46732  0.21
H 8.89654 3.57793 4.61349  0.22
H 8.78477 3.15874 2.89306  -0.05
O 6.71302 -1.24980 -3.53522  -0.54
C 6.27833 -2.20897 -2.99116  0.65
O 5.78760 -2.21605 -1.73012  -0.22
C 5.14500 -3.48124 -1.49887  0.18
C 5.83946 -4.37529 -2.50666  -0.47
O 6.20134 -3.44387 -3.53727  -0.38
H 5.28433 -3.79489 -0.46911  0.33
H 4.08222 -3.37654 -1.69277  -0.17
H 6.74827 -4.83013 -2.10977  0.25
H 5.19652 -5.15489 -2.90410  0.35
O -2.72954 8.90118 2.13302  -0.46
C -3.15299 8.16772 2.96681  0.59
O -3.67810 8.56397 4.14001  -0.34
C -4.26113 7.42045 4.78439  -0.36
C -3.49313 6.27530 4.15530  -0.28
O -3.14927 6.82258 2.86832  -0.24
H -4.13388 7.48617 5.86024  0.30
H -5.32602 7.39017 4.55067  0.26
H -2.57356 6.04041 4.69267  0.26
H -4.07889 5.37213 4.04515  0.27
O -2.22932 -2.19468 7.23893  -0.53
C -3.13349 -2.93123 7.03478  0.61
O -3.76298 -3.06521 5.84145  -0.27
C -4.63631 -4.20109 5.91657  0.01
C -4.88460 -4.31651 7.40654  -0.41
O -3.68300 -3.75774 7.95525  -0.35
H -5.54123 -4.02830 5.34172  0.40
H -4.11659 -5.06971 5.51402  -0.03
H -5.73460 -3.71763 7.73649  0.25
H -5.01910 -5.34031 7.74199  0.31
O 3.23294 -2.02734 -8.31127  -0.52
C 2.65381 -1.93539 -7.28312  0.56
O 1.90719 -0.87139 -6.90588  -0.37
C 1.18323 -1.22800 -5.71961  0.02
C 2.03561 -2.33808 -5.14435  0.15
O 2.64243 -2.89103 -6.31742  -0.39
H 1.09172 -0.37170 -5.05792  0.17
H 0.18695 -1.56911 -5.99656  0.21
H 2.82303 -1.96401 -4.48479  0.02
H 1.45412 -3.08957 -4.61748  0.15

Force components x, y, z for each atom (eV/Å):
C 0.158 -0.225 -0.760
C 0.871 -1.425 0.447
O -0.821 0.358 -0.279
O -0.194 0.456 -0.114
C -0.180 0.015 0.930
O 0.361 -0.114 -0.048
C 0.396 -0.080 -0.872
C -0.485 -0.412 0.271
C 1.295 -0.098 -2.131
N -0.775 0.118 1.199
C 0.125 -0.444 0.568
C -0.526 0.823 -0.043
C 0.158 -0.368 0.112
C 0.104 -0.146 -0.875
S -0.199 -0.574 1.549
O -0.500 0.161 0.076
O 0.950 0.137 -0.402
O -0.068 0.174 -0.388
C 0.158 -0.724 0.256
C -1.990 1.739 -0.470
N 1.104 -1.057 0.300
C 0.232 0.860 0.763
C -0.587 0.172 -0.507
C 0.146 0.120 0.750
C -0.532 -0.038 -0.153
C 0.208 -0.228 -0.179
P 0.320 1.038 0.011
N -0.403 0.172 0.263
O 0.067 -0.380 -0.298
H -0.346 0.470 0.004
H -0.093 0.264 0.521
H 0.494 0.029 -0.023
H -0.168 0.298 0.684
H -0.051 -0.477 -0.193
H -0.142 0.637 -0.213
H -0.106 -0.418 -0.345
H 0.048 -0.736 0.200
H 0.677 0.241 0.216
H -0.294 -0.174 -0.494
H 0.058 0.589 -0.079
H 0.181 -0.287 0.454
H -0.569 0.262 0.098
H 0.007 0.264 -0.284
H -0.049 -0.205 -0.575
H 0.328 -0.586 -0.168
H 0.121 -0.200 0.535
H 0.427 -0.192 -0.261
H -0.366 -0.241 -0.276
H 0.314 -0.173 -0.436
H 0.511 0.008 0.155
H 0.012 0.442 -0.093
H -0.486 0.169 -0.025
H -0.142 0.278 0.017
H 0.171 -0.284 0.518
H 0.412 0.057 -0.158
H 0.089 -0.389 -0.071
H -0.393 0.045 0.219
O -0.231 -0.070 0.071
C 0.135 0.015 -0.120
O 0.125 -0.022 -0.021
C 0.011 0.029 -0.065
C 0.115 0.099 -0.036
O 0.088 0.033 0.087
H -0.126 -0.051 0.168
H -0.072 0.004 -0.038
H -0.009 -0.005 0.003
H -0.122 0.015 -0.094
O -0.279 0.077 0.258
C 0.192 -0.026 -0.164
O 0.056 0.003 -0.012
C 0.059 0.018 -0.178
C 0.192 0.027 -0.013
O 0.079 0.095 -0.049
H -0.075 -0.045 0.191
H -0.029 -0.001 0.006
H -0.172 -0.109 -0.021
H -0.213 -0.044 -0.060
O 0.065 0.059 0.258
C 0.218 0.010 -0.187
O 0.016 -0.083 -0.052
C 0.049 0.005 -0.125
C 0.104 -0.087 -0.046
O 0.032 -0.013 -0.086
H 0.024 0.038 0.188
H -0.040 0.026 0.007
H -0.003 0.015 0.062
H -0.174 0.091 0.009
O 0.132 -0.053 -0.214
C -0.175 0.081 0.156
O -0.099 0.047 0.104
C 0.071 -0.072 -0.030
C -0.007 -0.006 0.082
O 0.049 0.113 0.137
H 0.101 0.095 -0.099
H -0.005 -0.021 -0.048
H 0.003 0.046 -0.039
H -0.007 -0.186 -0.121
O 0.085 -0.066 0.180
C 0.088 0.117 -0.089
O 0.025 0.099 -0.101
C 0.110 0.040 -0.044
C 0.057 0.064 -0.088
O -0.038 0.053 -0.059
H -0.159 -0.106 -0.017
H -0.001 -0.018 0.052
H -0.048 -0.025 0.004
H 0.003 -0.042 0.185
O -0.036 0.213 -0.133
C 0.056 -0.083 0.131
O 0.052 -0.141 0.016
C -0.010 -0.023 0.089
C -0.037 -0.146 0.178
O -0.019 -0.178 0.037
H -0.128 0.057 -0.119
H 0.019 0.057 -0.005
H -0.068 0.020 -0.090
H -0.027 0.202 -0.060
O 0.125 -0.190 0.120
C -0.104 0.147 -0.127
O -0.162 -0.030 -0.034
C 0.121 0.186 -0.054
C -0.127 -0.019 -0.012
O 0.069 0.139 0.001
H 0.118 -0.013 0.115
H 0.003 -0.044 -0.004
H 0.031 -0.008 0.027
H -0.062 -0.208 0.007
O 0.085 0.270 -0.103
C -0.068 -0.278 0.073
O -0.083 -0.041 0.101
C 0.121 -0.088 -0.018
C 0.018 0.007 0.073
O -0.024 -0.059 0.058
H 0.061 0.142 0.053
H -0.046 -0.026 -0.040
H 0.024 0.046 0.006
H -0.017 0.084 -0.185
O 0.003 0.189 -0.144
C 0.072 -0.096 0.138
O -0.145 -0.041 0.163
C -0.031 -0.056 0.033
C 0.055 0.084 0.018
O -0.061 -0.197 0.157
H 0.103 0.155 0.004
H 0.012 0.003 -0.053
H 0.023 0.060 -0.018
H -0.074 -0.089 -0.239
O 0.209 0.166 0.036
C -0.175 -0.142 -0.018
O -0.060 -0.080 -0.041
C -0.131 -0.030 -0.029
C -0.040 -0.011 -0.036
O -0.091 -0.048 -0.011
H 0.058 0.142 -0.077
H 0.036 -0.044 0.092
H 0.020 0.048 -0.018
H 0.169 -0.014 0.084
O 0.125 -0.039 -0.209
C -0.118 0.058 0.134
O 0.017 -0.102 0.124
C -0.126 0.078 0.084
C -0.015 0.019 0.082
O -0.029 -0.003 0.116
H 0.061 0.111 -0.100
H -0.004 -0.032 0.005
H 0.021 0.040 -0.041
H -0.006 -0.114 -0.128